The following is a quantum chemistry calculation of a molecular structure, C15H27Br30InPSi, from OMol25.

Structure (ORCA input):
```
! RIJCOSX wB97M-V def2-TZVPD def2/J DEFGRID3
* xyz -1 1
C 3.1396 -3.0843 1.8484
P 2.2368 -1.3794 1.5859
C 3.0379 -0.0832 2.7798
In -0.1207 -1.7701 2.4291
Si -1.6791 0.2654 2.2083
C -2.1387 0.5512 0.3464
C -0.7734 1.8583 2.8344
C -3.2484 -0.1678 3.3074
H 2.2995 -3.8899 2.0416
H 3.7248 -3.4343 0.8875
H 3.8357 -3.0847 2.7972
H 2.1228 0.5355 3.2192
H 3.6374 -0.6045 3.6635
H 3.7569 0.6710 2.2375
H -0.9803 -3.1631 1.6209
H -0.0632 -2.1426 4.2204
H -1.9842 1.6917 0.0464
H -3.2568 0.2114 0.2054
H -1.4927 -0.1105 -0.4038
H 0.3104 1.8345 2.3373
H -1.2907 2.8539 2.4278
H -0.6314 1.8936 4.0145
H -3.4353 -1.3434 3.2145
H -2.9446 0.0288 4.4205
H -4.2161 0.3852 2.9524
C -6.4181 1.1753 0.8227
Br -6.1140 -0.7294 1.0751
Br -7.9492 1.5176 -0.3275
Br -6.5623 2.1165 2.5190
H -5.5371 1.5745 0.3093
C -1.8439 5.1036 0.2049
Br -0.1963 4.0884 0.0072
Br -2.0025 6.4958 -1.1445
Br -3.4074 3.9468 0.2388
H -1.7958 5.6049 1.1772
C -2.7026 2.3819 -3.5926
Br -2.8857 3.3715 -5.2574
Br -4.4253 1.7931 -2.9074
Br -1.4480 0.9051 -3.7626
H -2.2842 3.0735 -2.8539
C -3.0868 -6.0553 0.7279
Br -1.1420 -6.0549 0.7729
Br -3.8193 -4.2881 1.0808
Br -3.7724 -6.8049 -0.9311
H -3.4253 -6.7093 1.5383
C 0.9175 -9.9496 0.1883
Br -0.3437 -10.3429 -1.2396
Br 2.1496 -8.5276 -0.3055
Br 0.0136 -9.5730 1.8692
H 1.5171 -10.8527 0.3430
C 4.5420 1.0006 -1.3714
Br 3.0430 1.9677 -0.5955
Br 5.1792 -0.4115 -0.1950
Br 4.1281 0.3296 -3.1497
H 5.3618 1.7179 -1.4831
C -9.0868 3.4935 5.4948
Br -7.1420 3.4939 5.5399
Br -9.8193 5.2607 5.8478
Br -9.7724 2.7439 3.8359
H -9.4253 2.8395 6.3052
C 5.3231 2.8228 -6.2750
Br 3.5747 3.4833 -5.7355
Br 6.5917 2.8450 -4.8006
Br 5.2092 1.0675 -7.1057
H 5.7046 3.5123 -7.0354
C 7.0988 -2.4301 -9.1431
Br 5.2275 -2.4399 -8.6118
Br 7.5274 -0.8928 -10.2553
Br 8.2875 -2.5680 -7.6095
H 7.2620 -3.3231 -9.7555
C 5.6272 4.8176 1.7428
Br 5.4441 5.8072 0.0781
Br 3.9045 4.2287 2.4281
Br 6.8818 3.3407 1.5728
H 6.0456 5.5092 2.4815
*
```

Properties
Molecular weight in g mol⁻¹: 2778.38
Frontier orbital gap in hartree: 0.170
HOMO in Ha: -0.137

=====

The following is a quantum chemistry calculation of a molecular structure, C15H27BrN2O5STa, from OMol25.

Structure (ORCA input):
```
! RIJCOSX wB97M-V def2-TZVPD def2/J DEFGRID3
* xyz -1 1
C 0.3220 -1.5855 2.4451
C 0.6714 -1.6182 0.8670
Ta 1.0988 0.4608 -0.0394
C -0.5514 1.5017 1.1973
C -2.0500 1.0212 0.8746
C -2.8764 0.6277 2.2227
C -3.5202 -0.8528 2.0311
S -4.7219 -0.9524 0.6352
O -5.8380 -1.9217 0.8896
O -4.0030 -1.4380 -0.6122
O -5.3370 0.5573 0.2394
C 2.7367 0.9672 1.5736
O 2.1690 1.2922 2.8810
N 3.1977 1.4586 3.7902
O 3.3879 0.3814 4.2880
C -0.2770 0.1164 -1.8682
C -0.9333 1.5087 -2.3750
C -2.2822 1.2323 -3.2308
Br 0.2884 2.5195 -3.6002
C 2.8390 -0.4469 -1.3001
C 3.0982 -0.1942 -2.7895
C 4.2904 -0.8154 -3.4609
N 5.3126 -1.6538 -2.9660
C 5.0123 -1.8972 -1.6094
C 3.9011 -1.3975 -0.7301
H -0.6707 -1.0517 2.5726
H 0.2013 -2.6674 2.7782
H 1.1703 -1.1324 3.0469
H 1.6227 -2.2466 0.7659
H -0.1590 -2.1842 0.3068
H 1.4885 2.1459 -0.7727
H -0.4612 2.6467 1.1075
H -0.3808 1.2862 2.3178
H -2.1299 0.1157 0.1966
H -2.6033 1.9427 0.4633
H -2.2101 0.5464 3.1387
H -3.7465 1.3388 2.4100
H -4.0623 -1.1264 2.9993
H -2.6733 -1.6136 1.8865
H -4.8343 0.8313 -0.5683
H 3.4427 0.0705 1.5942
H 3.3115 1.8833 1.1983
H 0.3032 -0.3367 -2.7344
H -1.0880 -0.6490 -1.5830
H -1.1698 2.2158 -1.5173
H -2.1165 0.3078 -3.8855
H -2.4487 2.1579 -3.8777
H -3.1334 1.0664 -2.4982
H 2.3971 0.4758 -3.3779
H 4.4044 -0.5728 -4.5777
H 5.7595 -2.6057 -1.1003
H 3.8516 -1.7164 0.3576
*
```

Properties
Molecular weight in g mol⁻¹: 608.31
Frontier orbital gap in hartree: 0.266
HOMO in Ha: -0.198

=====

The following is a quantum chemistry calculation of 9 unconnected molecules or ions with the total composition C15H27Cl12FO9, from OMol25.

Structure (ORCA input):
```
! RIJCOSX wB97M-V def2-TZVPD def2/J DEFGRID3
* xyz 0 1
O -6.4188 -3.0502 0.8027
C -5.4569 -2.5933 0.1557
O -4.1677 -2.5108 0.6907
C -3.3719 -2.0037 -0.3080
C -4.0784 -2.3394 -1.5728
F -3.7809 -3.5900 -1.9288
O -5.4267 -2.2752 -1.1395
H -3.1531 -0.9408 -0.2057
H -2.4119 -2.5070 -0.1929
H -3.7020 -1.7151 -2.3831
C 3.3453 -1.1199 3.1213
O 4.6970 -0.9337 3.2920
C 5.2354 -1.0928 4.5388
O 4.5941 -1.5380 5.4671
O 6.5299 -0.6927 4.4483
C 7.3930 -0.7141 5.5684
H 3.1534 -2.1411 3.4506
H 2.9660 -1.0523 2.1016
H 2.8213 -0.3781 3.7240
H 8.3834 -1.1133 5.3497
H 6.9485 -1.1167 6.4785
H 7.5353 0.3541 5.7318
C 0.3492 0.0601 1.6716
O 0.6022 -0.3049 0.3339
C -0.2466 -0.0427 -0.7192
O -1.3439 0.4891 -0.6239
O 0.2821 -0.4763 -1.8570
C -0.5004 -0.5544 -2.9802
H -0.4896 0.7517 1.7502
H 1.2940 0.4609 2.0386
H 0.2015 -0.7889 2.3391
H -0.8857 0.4301 -3.2455
H -1.2711 -1.3122 -2.8389
H 0.1378 -0.8181 -3.8236
Cl -1.9382 5.0517 -5.4089
C -1.5536 4.7739 -3.7287
Cl -1.5671 2.9904 -3.4983
H -0.5133 5.0117 -3.5063
H -2.2697 5.2066 -3.0301
Cl -0.3409 -3.4210 -6.7040
C -1.6437 -3.5254 -5.4614
Cl -0.9518 -3.9656 -3.8698
H -2.1464 -2.5601 -5.4015
H -2.2925 -4.3698 -5.6943
Cl -3.6359 4.8019 0.4859
C -3.9735 3.1273 -0.0289
Cl -5.6844 2.7245 0.4539
H -4.0188 3.0288 -1.1135
H -3.2984 2.3705 0.3706
Cl 5.1281 -0.5670 -1.6950
C 3.5386 -1.0720 -2.1162
Cl 3.7652 -2.7265 -2.7410
H 2.9941 -1.1410 -1.1745
H 3.1737 -0.3903 -2.8845
Cl -2.4296 -0.8324 2.9956
C -3.2113 0.6190 3.7515
Cl -2.7736 2.1844 3.0751
H -4.2744 0.4900 3.5482
H -2.9478 0.6397 4.8090
Cl 2.1949 4.2462 -1.6860
C 2.6843 3.8750 -0.0411
Cl 2.3902 2.1893 0.2266
H 3.7515 4.0222 0.1248
H 2.0805 4.3877 0.7077
*
```

Properties
Molecular weight in g mol⁻¹: 795.81
Energy relative to the best compared isomer or geometry (same formula, charge and spin) in kcal/mol: 38.90
Structure (SMILES): O=C1OC[C@@H](F)O1.COC(=O)OC.COC(=O)OC.ClCCl.ClCCl.ClCCl.ClCCl.ClCCl.ClCCl
Frontier orbital gap in hartree: 0.395
HOMO in Ha: -0.389

=====

The following is a quantum chemistry calculation of 3 unconnected molecules or ions with the total composition C15H27ClF6O10P3S, from OMol25.

Structure (ORCA input):
```
! RIJCOSX wB97M-V def2-TZVPD def2/J DEFGRID3
* xyz -1 1
C -5.1135 3.3360 1.8000
C -3.6514 2.9029 1.9579
Cl -2.6205 4.2989 1.4540
C -3.3016 2.4400 3.3595
P -1.8552 1.1844 3.3338
S -0.2762 2.6501 4.0651
C -2.0434 0.7055 5.1669
C -2.1817 -0.7570 5.4059
O -1.2801 -1.5206 5.7121
O -3.0359 0.0156 2.7712
C -2.4551 -1.1724 2.3232
C -1.0424 -0.7563 1.9467
P 0.0601 -2.1109 1.3477
P 0.8090 -1.2218 -0.4819
O 1.9808 -1.9034 -1.0368
O 1.1370 0.3294 -0.1656
O -0.3943 -1.1481 -1.5303
O -0.6083 -0.0452 3.0366
H -5.7651 2.6639 2.3498
H -5.2462 4.3699 2.1059
H -5.3701 3.2967 0.7409
H -3.4737 2.1040 1.2422
H -3.0398 3.3023 3.9683
H -4.2049 1.9758 3.7547
H -1.5222 1.6823 2.0254
H 0.1871 3.1920 2.9309
H -1.2363 1.1004 5.7753
H -2.9761 1.1685 5.4908
H -3.2054 -1.1641 5.2676
H -2.3225 -1.8944 3.1441
H -3.0317 -1.7136 1.5709
H -1.1868 -0.1172 1.0457
H 1.2253 -2.0899 2.1307
H 0.8291 0.5794 0.7155
H -1.1883 -0.7864 -1.1179
C 4.9596 -1.0621 -0.9714
C 5.4273 -1.0840 0.4636
O 6.2643 -2.2347 0.7339
C 7.5227 -2.1441 0.3597
O 8.0627 -1.2188 -0.1701
C 8.2656 -3.4352 0.7502
F 7.5708 -4.5232 0.4150
F 8.4709 -3.4664 2.0720
F 9.4480 -3.4984 0.1488
H 4.4484 -1.9889 -1.2189
H 4.2663 -0.2378 -1.1240
H 5.7998 -0.9450 -1.6582
H 4.5782 -1.1835 1.1356
H 5.9627 -0.1746 0.7341
C -0.1150 -0.0618 -4.7410
C -0.3858 -0.3807 -6.1940
O -1.8022 -0.4414 -6.4722
C -2.4115 0.7164 -6.6495
O -1.9224 1.8047 -6.6175
C -3.8976 0.4687 -6.9658
F -4.4337 -0.4216 -6.1305
F -4.0261 -0.0037 -8.2122
F -4.5911 1.5942 -6.8771
H -0.6193 -0.7750 -4.0913
H 0.9539 -0.1019 -4.5372
H -0.4772 0.9327 -4.4819
H -0.0047 -1.3683 -6.4436
H 0.0863 0.3376 -6.8634
*
```

Properties
Molecular weight in g mol⁻¹: 641.80
Frontier orbital gap in hartree: 0.278
HOMO in Ha: -0.199

=====

- Which of these has the lowest molecular weight?
  C15H27BrN2O5STa

=====

Repeat the second record exactly.
The following is a quantum chemistry calculation of a molecular structure, C15H27BrN2O5STa, from OMol25.

Structure (ORCA input):
```
! RIJCOSX wB97M-V def2-TZVPD def2/J DEFGRID3
* xyz -1 1
C 0.3220 -1.5855 2.4451
C 0.6714 -1.6182 0.8670
Ta 1.0988 0.4608 -0.0394
C -0.5514 1.5017 1.1973
C -2.0500 1.0212 0.8746
C -2.8764 0.6277 2.2227
C -3.5202 -0.8528 2.0311
S -4.7219 -0.9524 0.6352
O -5.8380 -1.9217 0.8896
O -4.0030 -1.4380 -0.6122
O -5.3370 0.5573 0.2394
C 2.7367 0.9672 1.5736
O 2.1690 1.2922 2.8810
N 3.1977 1.4586 3.7902
O 3.3879 0.3814 4.2880
C -0.2770 0.1164 -1.8682
C -0.9333 1.5087 -2.3750
C -2.2822 1.2323 -3.2308
Br 0.2884 2.5195 -3.6002
C 2.8390 -0.4469 -1.3001
C 3.0982 -0.1942 -2.7895
C 4.2904 -0.8154 -3.4609
N 5.3126 -1.6538 -2.9660
C 5.0123 -1.8972 -1.6094
C 3.9011 -1.3975 -0.7301
H -0.6707 -1.0517 2.5726
H 0.2013 -2.6674 2.7782
H 1.1703 -1.1324 3.0469
H 1.6227 -2.2466 0.7659
H -0.1590 -2.1842 0.3068
H 1.4885 2.1459 -0.7727
H -0.4612 2.6467 1.1075
H -0.3808 1.2862 2.3178
H -2.1299 0.1157 0.1966
H -2.6033 1.9427 0.4633
H -2.2101 0.5464 3.1387
H -3.7465 1.3388 2.4100
H -4.0623 -1.1264 2.9993
H -2.6733 -1.6136 1.8865
H -4.8343 0.8313 -0.5683
H 3.4427 0.0705 1.5942
H 3.3115 1.8833 1.1983
H 0.3032 -0.3367 -2.7344
H -1.0880 -0.6490 -1.5830
H -1.1698 2.2158 -1.5173
H -2.1165 0.3078 -3.8855
H -2.4487 2.1579 -3.8777
H -3.1334 1.0664 -2.4982
H 2.3971 0.4758 -3.3779
H 4.4044 -0.5728 -4.5777
H 5.7595 -2.6057 -1.1003
H 3.8516 -1.7164 0.3576
*
```

Properties
Molecular weight in g mol⁻¹: 608.31
Frontier orbital gap in hartree: 0.266
HOMO in Ha: -0.198